# 1
The following is a quantum chemistry calculation of a molecular structure, BrCdN3O9, from the Open Molecules 2025 dataset.

XYZ file:
```
14
BrCdN3O9 | the Open Molecules 2025 dataset | ωB97M-V/def2-TZVPD
N 18.293 -10.074 14.582
Br 13.913 -16.612 13.866
O 17.738 -11.047 15.186
N 19.587 -17.014 18.954
Cd 15.054 -14.285 17.025
O 18.746 -16.241 18.363
O 20.425 -16.454 19.749
N 11.296 -10.094 15.857
O 17.943 -9.875 13.429
O 11.507 -9.058 16.457
O 12.015 -11.102 15.912
O 10.483 -10.069 14.953
O 19.461 -18.234 18.765
O 19.324 -9.478 15.053
```

- Electronic energy: -97490.1633 eV
- HOMO level: -3.7 eV
- Charge: -2
- HOMO-LUMO gap: 2.1515 eV
- Energy relative to the best compared isomer or geometry (same formula, charge and spin): 174.8 kcal/mol
- F_max: 2.680 eV Å⁻¹

# 2
The following is a quantum chemistry calculation of a molecular structure, C34H16BrF4IrN4O11PS5, from the Open Molecules 2025 dataset.

XYZ file:
```
77
C34H16BrF4IrN4O11PS5 | the Open Molecules 2025 dataset | ωB97M-V/def2-TZVPD
C -0.089 -2.933 3.912
O 1.083 4.078 -3.654
C -1.652 0.727 -1.853
O 0.590 -1.210 1.858
C -1.546 2.185 -3.791
C 1.862 -4.669 4.884
F -4.164 3.353 -1.612
O -2.115 7.288 -1.624
H -1.712 -0.672 2.135
C -1.045 1.121 -3.058
C -0.157 -4.423 -3.131
C -2.616 2.930 -3.324
C 0.424 -4.202 -1.892
C -0.641 -2.047 -1.778
C -4.644 -2.190 0.138
C -2.443 -1.208 0.187
C -0.352 -3.811 4.945
Br 0.544 0.372 -3.719
C 0.135 2.995 -0.528
N -2.324 6.515 -0.712
H -0.856 -2.269 3.548
H -3.446 -1.884 -1.599
H -5.609 -2.415 2.042
C 3.792 1.074 0.682
C 3.720 0.226 -0.418
C -1.464 5.331 -0.632
C 6.194 1.065 -0.358
P -1.003 -0.599 -0.744
S 5.190 0.030 -1.327
C 2.151 -3.802 3.840
O 0.802 1.932 -0.703
S 7.763 1.339 -0.668
Ir 0.757 0.306 0.504
C -2.527 -1.095 1.569
F -3.060 3.970 -4.014
C -3.505 -1.768 -0.525
S 2.345 -0.641 -0.846
C -4.723 -2.078 1.520
C -0.982 -3.460 -3.695
C -2.697 1.526 -1.396
O -1.952 2.821 2.410
O 2.651 -2.092 1.700
H 0.336 -5.352 6.254
C -1.648 4.438 0.383
S 2.506 1.354 1.742
H -0.321 5.862 -2.387
H -2.414 4.618 1.122
C -3.184 2.609 -2.111
H 3.132 -3.779 3.385
O -3.183 6.643 0.135
C 1.180 -2.934 3.351
F -1.004 2.540 -4.947
C 1.548 -2.022 2.207
N -1.701 -3.818 5.539
H 0.644 -2.849 -0.247
H -1.869 -1.527 -3.470
C 0.596 -4.684 5.446
O -2.469 -2.934 5.209
C -0.467 5.145 -1.592
H 2.624 -5.337 5.261
O -0.577 1.344 1.787
C -0.862 3.285 0.457
H -3.713 -1.466 3.310
F -3.236 1.350 -0.184
C 0.184 -3.017 -1.215
H 1.069 -4.949 -1.449
N 1.383 3.869 -2.496
C -3.665 -1.538 2.232
O -1.965 -4.701 6.328
H 0.035 -5.346 -3.662
N -1.156 2.442 1.596
O 2.479 3.557 -2.092
C -1.227 -2.275 -3.020
H -1.432 -3.628 -4.665
H -5.464 -2.616 -0.425
S 5.338 1.802 0.966
C 0.313 4.037 -1.499
```

- Electronic energy: -211208.0584 eV
- HOMO level (alpha / beta): -7.9 / -8.8 eV
- HOMO-LUMO gap (alpha / beta): 5.8917 / 6.3049 eV
- Energy relative to the best compared isomer or geometry (same formula, charge and spin): 0.0 kcal/mol
- F_max: 0.195 eV Å⁻¹
- Multiplicity: 2

# 3
The following is a quantum chemistry calculation of a molecular structure, C9H19BCl4NbO5, from the Open Molecules 2025 dataset.

XYZ file:
```
39
C9H19BCl4NbO5 | the Open Molecules 2025 dataset | ωB97M-V/def2-TZVPD
H 0.772 4.946 -1.589
H -0.844 -3.433 2.047
H 2.134 -0.846 2.500
H -1.919 -0.338 3.410
H 1.426 0.024 -1.772
H -0.358 1.305 -2.658
H -0.916 -0.702 -3.953
H 2.474 -1.378 0.869
H -1.800 1.084 -1.640
C 2.567 0.684 1.119
C 0.605 4.757 -2.640
H -0.567 1.840 2.874
O 1.186 -4.257 -0.292
Cl 1.623 3.406 -3.122
H -1.939 1.496 -3.327
C -1.468 -0.539 -3.028
Cl 1.055 6.218 -3.535
C 0.137 -3.936 0.237
H 0.916 -3.278 2.046
O -1.083 -1.463 -2.027
C -1.363 0.910 -2.614
H 0.723 1.133 3.810
H -0.393 -1.006 3.978
B -0.023 -1.122 -1.198
H -1.680 -3.609 -0.227
H -0.848 1.500 4.555
C -0.843 -0.289 3.290
Nb -0.276 -0.888 1.155
H 3.482 0.927 1.698
C -0.351 1.129 3.660
O 2.222 1.463 0.258
O 1.236 -0.916 -1.757
Cl -1.108 4.398 -2.862
Cl -2.712 -1.241 0.750
H -0.460 0.859 0.651
C 0.016 -3.125 1.460
C 1.938 -0.627 1.449
H -2.508 -0.748 -3.257
O -1.052 -4.336 -0.317
```

- Electronic energy: -72195.1426 eV
- HOMO level: -4.2 eV
- Charge: -1
- HOMO-LUMO gap: 6.4936 eV
- F_max: 2.638 eV Å⁻¹

# 4
The following is a quantum chemistry calculation of a molecular structure, C3H10CrNO8SV, from the Open Molecules 2025 dataset.

XYZ file:
```
25
C3H10CrNO8SV | the Open Molecules 2025 dataset | ωB97M-V/def2-TZVPD
C -1.520 0.276 -0.279
H -3.212 1.498 -2.589
O 2.624 -2.288 1.612
H 0.800 0.443 -2.556
O 4.470 -1.079 1.574
O 2.164 -0.043 0.363
O 4.681 -3.455 1.938
H -1.466 1.846 -2.260
H 2.058 0.851 0.038
O 1.160 -0.435 -2.588
Cr 2.642 -0.454 2.203
H 0.587 -0.064 3.683
C -2.475 1.846 -1.856
O -1.577 -0.445 0.689
S 4.018 -2.441 1.175
H -3.646 0.915 1.125
V 2.491 -1.374 -1.415
C -3.840 1.010 0.051
H -0.643 0.451 -0.911
H -2.752 2.901 -1.751
O 0.784 -0.544 2.874
O 4.046 -2.522 -0.289
N -2.586 1.032 -0.661
H -4.397 0.137 -0.285
H -4.410 1.938 0.113
```

- Electronic energy: -86087.1897 eV
- HOMO level (alpha / beta): -9.1 / -9.1 eV
- HOMO-LUMO gap (alpha / beta): 7.2507 / 7.7802 eV
- F_max: 3.959 eV Å⁻¹
- Multiplicity: 7

# 5
The following is a quantum chemistry calculation of 11 unconnected molecules or ions with the total composition C29H79NO21, from the Open Molecules 2025 dataset.

XYZ file:
```
130
C29H79NO21 | the Open Molecules 2025 dataset | ωB97M-V/def2-TZVPD
H -4.170 -18.452 0.566
H -4.018 -27.148 -4.967
H -2.374 -24.454 -2.121
H -4.854 -22.524 -11.172
H -5.319 -16.324 -5.477
H -7.325 -20.413 -5.950
C -1.645 -20.902 2.875
C -0.229 -20.590 0.826
H -1.369 -23.265 0.083
C -3.826 -19.342 1.098
H -5.041 -26.333 -3.346
C -4.873 -17.015 -4.739
H -8.353 -22.302 -4.830
O -4.493 -20.836 -5.321
H -1.107 -21.765 3.139
C 0.071 -22.821 -6.299
H -5.573 -21.433 -7.662
H -8.011 -17.964 -9.565
O -8.660 -22.536 -5.699
H -5.201 -22.883 -0.386
H -1.831 -18.866 -2.872
O -1.677 -23.937 -1.705
H -8.290 -20.619 -7.386
H -3.859 -19.610 -10.805
C -4.152 -22.929 -0.159
H 2.188 -22.835 -6.324
C -2.353 -19.335 0.954
H -3.125 -21.956 -11.119
H -0.797 -23.883 -3.531
O -4.135 -26.024 -3.252
O 1.606 -20.979 -5.959
O -2.407 -20.817 -7.304
O -2.295 -24.391 -4.573
H 0.689 -18.938 -2.351
H -0.321 -16.778 -2.158
H -8.072 -16.207 -9.750
C 0.260 -22.748 -2.086
C -5.869 -17.511 -3.700
O -6.290 -20.711 -7.781
C -7.374 -20.944 -6.902
H -1.049 -18.810 -5.634
H -3.399 -22.948 2.745
H 0.596 -22.817 -1.006
O -6.056 -17.109 -9.794
C -2.356 -19.550 -8.012
H -1.127 -17.820 -8.223
H -4.104 -19.240 2.140
H 0.186 -24.897 -2.385
C -7.462 -17.046 -9.359
H -2.154 -23.545 -5.031
C -4.479 -21.061 -3.912
H -3.284 -17.788 -5.516
O -6.855 -21.576 -3.805
C -1.644 -20.650 1.350
O -0.555 -21.610 -2.108
H -4.618 -20.350 -12.119
H -6.665 -18.280 -5.297
H -5.415 -20.579 0.572
H -3.660 -22.612 -1.068
H -2.316 -19.831 -9.044
H -2.231 -19.291 -0.204
H -0.273 -20.506 -3.572
H -6.265 -18.293 -7.558
H -3.493 -21.457 -3.612
C -3.464 -26.371 -4.392
O -1.935 -17.913 -2.775
C 0.341 -18.503 -3.326
H 0.381 -20.197 1.676
H -0.030 -23.887 -6.188
O -0.928 -22.254 -5.489
O -1.545 -22.956 0.980
H -5.449 -22.316 -2.472
H -3.561 -21.759 -8.734
C -7.586 -22.397 -6.552
O -1.477 -18.240 -6.244
C -3.728 -21.888 0.890
C -0.674 -17.360 -3.032
H -1.746 -18.554 1.397
O -5.907 -20.067 -10.551
H -1.260 -21.559 -6.044
H -6.404 -16.677 -3.300
H 1.418 -22.544 -4.684
O -6.818 -18.368 -4.362
H -6.682 -22.740 -6.012
C 1.421 -22.338 -5.762
H -0.115 -22.618 -7.370
H -5.038 -23.088 2.078
H -3.858 -24.000 -0.030
H -6.087 -17.924 -10.310
H -2.719 -25.653 -6.185
O -6.970 -17.826 -7.056
C -4.192 -22.370 2.237
H -6.058 -20.501 -9.640
H -8.414 -16.400 -7.465
H -1.305 -21.650 -1.447
C -1.242 -18.673 -7.568
O -4.216 -18.080 -5.408
C -3.192 -25.226 -5.315
C -5.545 -22.038 -3.516
H -5.382 -18.087 -2.935
H -4.606 -19.847 -5.456
C -4.616 -20.411 -11.099
H -0.126 -19.872 0.008
C -0.460 -23.963 -2.552
H -6.768 -15.930 -7.695
H 0.223 -21.529 0.504
H -1.183 -20.037 3.417
H -3.313 -18.968 -7.788
H -2.653 -20.975 3.260
H -4.207 -20.529 -0.665
H -3.051 -20.657 -6.605
N -2.286 -21.742 0.604
O -4.264 -22.134 -9.288
H -4.230 -24.713 -5.531
H 1.132 -18.183 -4.001
H 1.127 -22.590 -2.706
H -7.775 -23.003 -7.430
H 0.857 -20.504 -5.617
C -4.183 -21.832 -10.639
H -6.934 -20.640 -3.647
H -4.545 -21.548 2.886
H -5.396 -22.794 -4.256
H -4.671 -20.097 -3.386
H -0.736 -16.698 -3.855
H -0.317 -19.254 -7.699
H -2.434 -26.782 -4.125
C -4.367 -20.609 0.389
O -0.340 -19.614 -3.989
H -4.188 -16.481 -4.142
C -7.430 -16.743 -7.880
```

- Electronic energy: -75836.1402 eV
- HOMO level: -9.1 eV
- HOMO-LUMO gap: 9.6480 eV
- Energy relative to the best compared isomer or geometry (same formula, charge and spin): 15.0 kcal/mol
- F_max: 4.653 eV Å⁻¹
- SMILES: CC1(C)CCCC(C)(C)N1O.OCCO.OCCO.OCCO.OCCO.OCCO.OCCO.OCCO.OCCO.OCCO.OCCO

# 6
The following is a quantum chemistry calculation of C4H7NO in the gas phase, from the Open Molecules 2025 dataset.

XYZ file:
```
13
C4H7NO | the Open Molecules 2025 dataset | ωB97M-V/def2-TZVPD
O 0.683 2.335 -0.702
N -0.478 0.131 -1.202
C 1.297 1.389 -0.271
H -0.334 -1.786 -0.374
H -0.525 -0.295 -2.114
H -2.177 -0.805 1.124
C -0.411 -0.737 -0.085
H 1.663 -0.724 -0.664
C -1.134 -0.491 1.196
H 2.305 1.536 0.154
H -0.624 -1.103 1.948
H -1.098 0.563 1.479
C 0.833 -0.013 -0.490
```

- Electronic energy: -7796.8967 eV
- HOMO level: -9.6 eV
- HOMO-LUMO gap: 10.4426 eV
- Energy relative to the best compared isomer or geometry (same formula, charge and spin): 63.4 kcal/mol
- F_max: 1.052 eV Å⁻¹
- SMILES: C[C@H]1N[C@H]1C=O

# 7
The following is a quantum chemistry calculation of 2 unconnected molecules or ions with the total composition C5H12N2O, from the Open Molecules 2025 dataset.

XYZ file:
```
20
C5H12N2O | the Open Molecules 2025 dataset | ωB97M-V/def2-TZVPD
N -0.509 -1.249 -1.147
H -0.402 2.537 0.147
N 0.005 0.973 1.500
H 0.276 -0.503 -2.928
C 1.977 -0.443 1.391
H 0.335 0.635 -1.589
H 1.371 -1.016 2.098
H -2.321 -1.990 -0.358
C -1.678 -1.118 -0.213
H 0.307 -1.734 -0.786
C -0.727 1.896 0.985
C -0.272 -0.146 -2.051
H 2.914 -0.151 1.873
H -1.193 0.333 -2.394
O 1.865 1.686 0.324
C 1.253 0.785 0.898
H 2.206 -1.072 0.526
H -2.294 -0.231 -0.382
H -1.783 1.982 1.284
H -1.329 -1.174 0.821
```

- Electronic energy: -10405.5390 eV
- HOMO level: -8.3 eV
- HOMO-LUMO gap: 8.0279 eV
- Energy relative to the best compared isomer or geometry (same formula, charge and spin): 66.5 kcal/mol
- F_max: 3.630 eV Å⁻¹
- SMILES: C=NC(C)=O.CNC

# 8
The following is a quantum chemistry calculation of a molecular structure, C27H26Cl2IN6ReS, from the Open Molecules 2025 dataset.

XYZ file:
```
64
C27H26Cl2IN6ReS | the Open Molecules 2025 dataset | ωB97M-V/def2-TZVPD
H 4.211 -6.119 0.966
C 3.483 1.813 0.487
C 0.697 -2.371 1.568
H -5.403 -0.298 -3.410
C -2.832 -1.160 -1.378
N 1.250 -1.680 -0.789
H 0.550 -4.715 -1.388
H -1.598 4.793 0.592
H -3.860 1.555 -3.917
C -4.074 -1.225 -2.019
Re -0.120 -0.088 -0.548
N -1.261 1.458 0.423
C 2.161 -4.392 0.087
H -4.768 -2.019 -1.795
H 3.527 2.835 0.110
H -1.691 1.702 -2.820
H -0.443 3.010 -0.671
H 4.809 -6.466 -0.612
H 1.915 -3.504 3.067
C -4.437 -0.255 -2.934
H -0.396 -6.195 1.103
H -3.196 4.175 2.396
C -2.104 1.125 1.406
C 2.613 -3.144 0.876
C -2.977 -3.415 -0.245
C -0.568 -2.786 0.893
C 1.438 -4.092 -1.239
C 1.113 -2.688 -1.575
C -0.978 -4.154 0.877
C -3.566 0.787 -3.219
C 1.643 -3.500 2.019
H 3.684 -3.016 1.014
N 4.138 -5.971 -0.033
C -2.322 0.852 -2.600
C 1.340 -4.861 1.368
H 1.731 2.829 -1.391
C -2.298 -4.408 0.399
C -0.078 -5.167 1.154
H 1.923 0.707 -2.183
C -2.815 2.063 2.145
H 4.154 1.691 1.340
H 0.677 -2.514 -2.553
C -2.373 -2.154 -0.433
H -2.703 -5.403 0.492
H 0.488 -1.618 2.333
H -2.260 0.074 1.607
Cl 3.979 0.697 -0.808
H -3.940 -3.618 -0.685
H 1.224 2.993 -2.955
N -1.214 -1.846 0.208
H 2.298 -0.993 0.846
N 1.027 2.544 -2.063
C 3.200 -5.228 -0.553
H 0.507 0.882 -3.032
C -1.101 2.761 0.154
S 2.819 -4.939 -2.192
C 1.784 -1.899 0.527
C -1.924 -0.118 -1.691
I -4.123 1.394 3.654
N 0.975 1.118 -2.148
H 1.860 -5.680 1.864
C -1.763 3.758 0.853
C -2.648 3.415 1.861
Cl 1.822 1.477 1.029
```

- Electronic energy: -83444.2726 eV
- HOMO level (alpha / beta): -15.1 / -15.8 eV
- Charge: +3
- HOMO-LUMO gap (alpha / beta): 6.2820 / 6.3648 eV
- Energy relative to the best compared isomer or geometry (same formula, charge and spin): 69.5 kcal/mol
- F_max: 2.078 eV Å⁻¹
- Multiplicity: 4